[1]
Molecular formula: C5H12N2O2
Method: DFT, ωB97M-V/def2-TZVPD

Properties
E_LUMO: 0.872 eV
ΔE to the lowest compared entry with this formula, charge and spin: 78.1 kcal per mole

Geometry as ORCA input:
```
! wB97M-V def2-TZVPD RIJCOSX def2/J DEFGRID3
* xyz 0 1
H 0.31 2.09 2.51
N 0.54 1.20 2.05
C -0.24 0.25 2.32
C -0.06 -1.09 1.69
C -1.29 -1.47 0.86
H -1.10 0.33 3.00
H 0.82 -1.08 1.06
H 0.08 -1.83 2.49
H -2.19 -1.49 1.48
H -1.43 -0.75 0.06
H -1.16 -2.46 0.43
C 1.83 1.00 -0.90
C 0.93 0.21 -1.76
O 1.16 -0.59 -2.61
O -0.25 1.05 -1.83
N -1.21 0.69 -2.81
H 1.58 2.02 -1.36
H 1.43 1.10 0.11
H 2.84 0.63 -0.95
H -1.89 0.07 -2.36
H -0.69 0.11 -3.49
*
```


[2]
Molecular formula: C5H12N2O2
Method: DFT, ωB97M-V/def2-TZVPD

Properties
E_LUMO: 0.733 eV
ΔE to the lowest compared entry with this formula, charge and spin: 84.4 kcal per mole

Geometry as ORCA input:
```
! wB97M-V def2-TZVPD RIJCOSX def2/J DEFGRID3
* xyz 0 1
C 0.81 1.31 1.62
C 0.53 0.84 0.21
C 0.97 -0.57 -0.06
O 1.16 -1.48 0.77
N 1.41 -0.83 -1.34
O 2.06 -2.06 -1.44
N -0.94 0.43 -0.06
C -1.40 0.38 -1.43
C -1.66 -0.43 0.84
H 0.01 1.98 1.94
H 1.76 1.83 1.67
H 0.83 0.46 2.32
H 0.82 1.53 -0.58
H 1.79 -0.11 -1.94
H 1.93 -2.37 -0.41
H -2.44 0.70 -1.46
H -0.80 1.03 -2.06
H -1.35 -0.64 -1.85
H -1.40 -1.50 0.69
H -2.72 -0.30 0.68
H -1.41 -0.19 1.87
*
```


[3]
Molecular formula: C5H12N2O2
Method: DFT, ωB97M-V/def2-TZVPD

Properties
E_LUMO: 0.799 eV
ΔE to the lowest compared entry with this formula, charge and spin: 142.5 kcal per mole

Geometry as ORCA input:
```
! wB97M-V def2-TZVPD RIJCOSX def2/J DEFGRID3
* xyz 0 1
C 2.12 -0.53 1.22
C 0.94 -0.93 0.70
C 0.30 -0.43 -0.62
C 1.25 0.41 -1.48
O 0.01 -1.63 -1.34
N -0.88 0.38 -0.33
C -2.13 -0.36 -0.28
O -0.54 0.62 1.23
N -0.80 1.87 1.82
H 2.60 0.39 0.92
H 2.58 -1.08 2.04
H 0.46 -1.81 1.11
H 0.78 0.66 -2.44
H 2.16 -0.15 -1.70
H 1.53 1.35 -0.99
H -0.32 -1.35 -2.21
H -2.92 0.28 0.12
H -2.44 -0.64 -1.30
H -2.08 -1.28 0.31
H -0.91 2.48 1.01
H -1.73 1.76 2.21
*
```


[4]
Molecular formula: C5H12N2O2
Method: DFT, ωB97M-V/def2-TZVPD

Properties
E_LUMO: 0.875 eV
ΔE to the lowest compared entry with this formula, charge and spin: 34.2 kcal per mole

Geometry as ORCA input:
```
! wB97M-V def2-TZVPD RIJCOSX def2/J DEFGRID3
* xyz 0 1
C 0.97 0.95 1.40
N 0.20 0.66 0.19
C 0.97 0.82 -1.04
C -1.17 1.15 0.21
N -1.69 1.53 -1.01
O -1.72 1.39 1.26
H 0.30 0.87 2.25
H 1.79 0.25 1.48
H 1.38 1.97 1.38
H 1.99 0.47 -0.87
H 1.01 1.86 -1.37
H 0.52 0.21 -1.83
H -2.68 1.72 -0.93
H -1.50 0.93 -1.80
C 0.50 -2.45 0.05
C -0.67 -1.51 0.16
O -1.42 -1.24 -0.80
H 1.22 -2.26 0.86
H 0.13 -3.47 0.18
H 0.97 -2.36 -0.93
H -1.09 -1.50 1.18
*
```


[5]
Molecular formula: C5H12N2O2Pb
Method: DFT, ωB97M-V/def2-TZVPD

Properties
E_LUMO (alpha / beta): -11.080 / -10.170 eV
ΔE to the lowest compared entry with this formula, charge and spin: 13.6 kcal per mole

Geometry as ORCA input:
```
! wB97M-V def2-TZVPD RIJCOSX def2/J DEFGRID3
* xyz 2 1
Pb 0.28 0.22 -1.13
C 1.17 -0.08 -3.35
H 2.07 -0.01 -3.99
H 0.74 -1.10 -3.47
H 0.44 0.62 -3.80
H -2.08 -0.09 -0.42
H -1.90 -0.02 0.27
C 0.50 0.98 3.89
C 0.52 0.40 2.52
N 0.06 1.03 1.44
O -0.49 2.32 1.81
C 1.07 -0.88 2.23
C 1.66 -1.82 3.18
N 1.02 -1.12 0.90
O 1.43 -2.22 0.43
H 0.02 1.98 3.89
H 1.54 1.09 4.28
H -0.03 0.32 4.60
H -1.03 2.66 1.06
H 1.09 -2.74 3.22
H 2.70 -2.03 2.90
H 1.64 -1.35 4.16
*
```


[6]
Molecular formula: C5H12N2O3
Method: DFT, ωB97M-V/def2-TZVPD

Properties
E_LUMO: 0.539 eV
ΔE to the lowest compared entry with this formula, charge and spin: 26.7 kcal per mole

Geometry as ORCA input:
```
! wB97M-V def2-TZVPD RIJCOSX def2/J DEFGRID3
* xyz 0 1
C 3.39 1.49 2.13
N 1.95 1.14 1.97
C 1.32 1.08 0.82
O 1.76 1.41 -0.25
C -0.16 0.68 0.96
N -0.77 0.28 -0.31
C -0.46 -0.83 -0.95
C -1.24 -1.18 -2.19
O 0.44 -1.64 -0.58
H 4.02 1.05 1.33
H 3.71 1.08 3.10
H 3.53 2.58 2.13
H 1.39 0.83 2.77
H -0.22 -0.21 1.62
H -0.80 1.47 1.40
H -1.30 1.04 -0.74
H -0.87 -2.10 -2.66
H -1.16 -0.36 -2.93
H -2.30 -1.32 -1.93
O -4.24 -2.15 -2.27
H -3.31 -1.96 -2.01
H -4.69 -2.39 -1.42
*
```


[7]
Molecular formula: C5H12N2S
Method: DFT, ωB97M-V/def2-TZVPD

Properties
E_LUMO: 0.911 eV
ΔE to the lowest compared entry with this formula, charge and spin: 11.7 kcal per mole

Geometry as ORCA input:
```
! wB97M-V def2-TZVPD RIJCOSX def2/J DEFGRID3
* xyz 0 1
C -3.24 0.30 0.44
C -2.09 1.00 -0.21
N -0.92 0.50 -0.45
S -0.62 -1.12 -0.02
C 1.09 -1.25 -0.59
C 2.14 -0.75 0.43
C 2.04 0.75 0.73
N 2.06 1.56 -0.49
H -2.89 -0.06 1.49
H -4.09 0.96 0.56
H -3.48 -0.65 -0.16
H -2.22 2.03 -0.51
H 1.13 -0.71 -1.51
H 1.23 -2.29 -0.80
H 3.11 -0.90 -0.02
H 2.08 -1.36 1.37
H 2.93 1.02 1.35
H 1.10 0.94 1.44
H 1.16 1.61 -0.89
H 2.24 2.54 -0.23
*
```


[8]
Molecular formula: C5H12N2S
Method: DFT, ωB97M-V/def2-TZVPD

Properties
E_LUMO: 0.222 eV
ΔE to the lowest compared entry with this formula, charge and spin: 80.9 kcal per mole

Geometry as ORCA input:
```
! wB97M-V def2-TZVPD RIJCOSX def2/J DEFGRID3
* xyz 0 1
C -0.80 -1.85 1.32
C -1.44 -3.03 0.57
C -0.51 1.87 -0.90
C 1.96 2.17 -0.76
C 0.83 1.35 -1.25
N -0.09 -0.99 0.64
N 0.47 0.07 1.05
S 1.02 -0.11 -1.97
H -1.19 -1.63 2.33
H -0.96 -3.13 -0.47
H -2.54 -2.76 0.39
H -1.35 -3.88 1.35
H -1.08 1.07 -0.47
H -0.52 2.67 -0.06
H -1.07 2.34 -1.62
H 1.93 2.05 0.35
H 1.92 3.10 -1.15
H 2.94 1.68 -0.99
H 0.33 0.26 1.99
H 0.16 -1.25 -0.33
*
```


[9]
Molecular formula: C5H12N3
Method: DFT, ωB97M-V/def2-TZVPD

Properties
E_LUMO: -3.184 eV
ΔE to the lowest compared entry with this formula, charge and spin: 0.0 kcal per mole

Geometry as ORCA input:
```
! wB97M-V def2-TZVPD RIJCOSX def2/J DEFGRID3
* xyz 1 1
C 3.39 2.32 3.51
N 3.29 2.93 2.14
H 2.45 2.47 4.07
H 4.22 2.79 4.08
H 3.59 1.24 3.44
H 2.52 2.49 1.61
H 3.11 3.95 2.21
H 4.18 2.79 1.62
N 1.00 1.47 0.66
C -0.12 1.92 0.12
C 0.98 0.11 0.46
C -0.17 -0.28 -0.21
N -0.86 0.90 -0.41
C -0.67 -1.61 -0.66
H -0.45 2.96 0.08
H 1.79 -0.53 0.81
H -1.76 0.99 -0.89
H 0.07 -2.38 -0.37
H -0.79 -1.64 -1.75
H -1.63 -1.85 -0.18
*
```


[10]
Molecular formula: C5H12N3S
Method: DFT, ωB97M-V/def2-TZVPD

Properties
E_LUMO (alpha / beta): -5.663 / -6.543 eV
ΔE to the lowest compared entry with this formula, charge and spin: 129.3 kcal per mole

Geometry as ORCA input:
```
! wB97M-V def2-TZVPD RIJCOSX def2/J DEFGRID3
* xyz 1 1
C -1.08 0.32 -0.79
C -0.78 1.71 -1.03
C -0.41 -0.62 -1.76
C 2.67 -1.27 0.85
C -1.51 0.08 1.75
N 0.56 -0.39 0.91
N 1.59 -0.51 0.24
N -0.60 -0.07 0.61
S -1.75 2.93 -0.23
H -2.14 0.24 -0.76
H 0.04 2.02 -1.72
H -0.68 -0.36 -2.78
H -0.52 -1.66 -1.50
H 0.63 -0.33 -1.63
H 2.43 -2.39 0.73
H 3.59 -0.90 0.37
H 2.65 -1.05 1.84
H -1.79 1.05 2.09
H -0.91 -0.19 2.53
H -2.56 -0.33 1.53
H -1.01 3.93 -0.68
*
```


[11]
Molecular formula: C5H12N4
Method: DFT, ωB97M-V/def2-TZVPD

Properties
E_LUMO: 0.985 eV
ΔE to the lowest compared entry with this formula, charge and spin: 20.7 kcal per mole

Geometry as ORCA input:
```
! wB97M-V def2-TZVPD RIJCOSX def2/J DEFGRID3
* xyz 0 1
C 0.47 -1.54 0.96
C 0.33 -0.51 -0.16
N 0.54 -1.17 -1.43
C 1.15 0.75 0.01
N 2.50 0.89 -0.03
C 0.09 1.57 0.12
C -0.93 0.46 -0.07
N -1.86 0.18 1.02
N -1.63 0.54 -1.33
H 0.61 -1.05 1.92
H -0.42 -2.16 1.01
H 1.33 -2.17 0.75
H -0.13 -1.92 -1.55
H 0.37 -0.50 -2.18
H 3.04 0.06 0.11
H 2.89 1.74 0.34
H -0.03 2.62 0.27
H -1.37 0.08 1.90
H -2.51 0.96 1.12
H -2.17 1.40 -1.38
H -2.28 -0.23 -1.39
*
```


[12]
Molecular formula: C5H12N4
Method: DFT, ωB97M-V/def2-TZVPD

Properties
E_LUMO: 0.710 eV
ΔE to the lowest compared entry with this formula, charge and spin: 118.1 kcal per mole

Geometry as ORCA input:
```
! wB97M-V def2-TZVPD RIJCOSX def2/J DEFGRID3
* xyz 0 1
C -2.53 0.13 1.97
C 1.67 0.05 0.89
C 1.28 -1.10 -1.25
C 0.73 1.43 -1.01
C 0.78 0.04 -0.33
N -3.19 0.11 0.88
N -2.76 -0.57 -0.20
N -1.50 -0.62 -0.42
N -0.57 -0.16 0.29
H -3.00 0.83 2.68
H -1.89 -0.58 2.30
H 1.68 0.99 1.53
H 1.39 -0.73 1.62
H 2.77 -0.15 0.53
H 0.57 -1.42 -1.91
H 1.54 -2.01 -0.69
H 2.04 -0.82 -1.88
H 0.38 2.31 -0.30
H 1.69 1.71 -1.35
H 0.25 1.54 -1.97
H -1.33 -1.01 -1.37
*
```